Density functional theory data (wB97M-V/def2-TZVPD) for C33H36Cl3GeNPTi as an isolated structure in a non-equilibrium geometry.

Computed properties:
energy relative to the best compared isomer or geometry (same formula, charge and spin)	0.338	eV
expectation value of S²	0.76
LUMO level (alpha / beta)	-0.119 / -0.387	eV
spin multiplicity	2

Element x y z (Å)
1 Ti -0.494 -1.122 1.105
2 C 0.336 -2.294 2.890
3 C 1.023 -1.065 2.929
4 C 0.486 0.006 3.667
5 C -0.753 -0.101 4.257
6 C -1.479 -1.295 4.132
7 C -0.939 -2.387 3.490
8 H 0.809 -3.173 2.472
9 H 2.031 -0.995 2.522
10 H 1.069 0.915 3.754
11 H -1.171 0.735 4.797
12 H -2.469 -1.370 4.562
13 H -1.485 -3.321 3.427
14 C -0.352 3.995 -1.939
15 C -1.129 2.813 -2.430
16 C -1.840 2.933 -3.620
17 C -2.532 1.865 -4.163
18 C -2.519 0.633 -3.527
19 C -1.817 0.494 -2.344
20 C -1.138 1.572 -1.779
21 P -0.324 1.203 -0.205
22 C 1.342 1.934 -0.098
23 C 1.769 2.580 1.061
24 C 3.081 2.996 1.206
25 C 3.993 2.766 0.189
26 C 3.581 2.109 -0.958
27 C 2.270 1.678 -1.122
28 C 1.901 0.953 -2.380
29 C -1.357 1.937 1.099
30 C -1.273 3.249 1.575
31 C -2.098 3.697 2.586
32 C -3.050 2.831 3.121
33 C -3.177 1.551 2.628
34 C -2.357 1.071 1.593
35 C -2.511 -0.307 1.063
36 H -0.908 4.915 -2.115
37 H 0.598 4.076 -2.473
38 H -0.114 3.935 -0.883
39 H -1.843 3.888 -4.128
40 H -3.073 1.995 -5.090
41 H -3.030 -0.221 -3.946
42 H -1.777 -0.480 -1.874
43 H 1.074 2.758 1.872
44 H 3.386 3.498 2.113
45 H 5.021 3.085 0.290
46 H 4.290 1.908 -1.749
47 H 2.799 0.644 -2.914
48 H 1.305 1.577 -3.046
49 H 1.314 0.054 -2.176
50 H -0.529 3.924 1.167
51 H -2.010 4.709 2.954
52 H -3.709 3.170 3.909
53 H -3.942 0.891 3.017
54 H -2.838 -0.287 0.017
55 H -3.259 -0.886 1.619
56 Cl -2.634 -5.259 -1.961
57 C -2.364 -3.534 -1.735
58 Cl -1.274 -3.028 -3.236
59 Cl -3.840 -2.603 -2.004
60 C -1.956 -3.299 -0.359
61 N -0.869 -2.806 0.077
62 C 1.382 -4.967 -1.561
63 Ge 1.882 -3.265 -0.727
64 C 3.144 -2.277 -1.858
65 C 2.831 -3.716 0.942
66 C 0.290 -2.126 -0.549
67 H 2.263 -5.588 -1.721
68 H 0.886 -4.797 -2.512
69 H 0.695 -5.514 -0.919
70 H 4.036 -2.878 -2.027
71 H 3.447 -1.341 -1.393
72 H 2.699 -2.052 -2.824
73 H 3.777 -4.184 0.666
74 H 2.289 -4.442 1.546
75 H 3.070 -2.851 1.559
76 H 0.064 -1.709 -1.534